(1)
Formula: C23H28F3NO6
Source: the OMol25 dataset
Level of theory: wB97M-V/def2-TZVPD

```
61
Properties=species:S:1:pos:R:3
C -5.22 -4.60 -0.56
O -4.20 -3.85 0.06
C -3.14 -3.54 -0.81
C -2.09 -2.71 -0.05
O -2.02 -1.37 -0.46
C -3.00 -0.48 -0.14
C -4.15 -0.78 0.58
C -5.07 0.21 0.87
C -4.85 1.51 0.44
C -5.84 2.59 0.72
F -6.54 2.94 -0.38
F -6.76 2.24 1.64
F -5.27 3.72 1.17
C -3.71 1.83 -0.29
C -2.78 0.84 -0.58
N -1.60 1.07 -1.29
C -1.17 2.23 -1.85
O -1.77 3.28 -1.86
C 0.21 2.07 -2.51
O 1.24 1.85 -1.56
C 1.49 0.59 -1.17
O 0.85 -0.36 -1.56
C 2.66 0.52 -0.21
C 2.85 -0.92 0.28
C 4.04 -0.97 1.23
C 3.78 -0.06 2.43
C 3.60 1.38 1.93
C 4.86 1.84 1.21
C 5.12 0.92 0.01
O 6.25 1.35 -0.73
C 5.30 -0.52 0.50
C 3.93 0.98 -0.95
C 2.41 1.45 0.98
H -5.68 -4.03 -1.38
H -5.97 -4.79 0.21
H -4.84 -5.55 -0.95
H -3.51 -2.96 -1.67
H -2.69 -4.46 -1.20
H -2.30 -2.79 1.02
H -1.09 -3.10 -0.26
H -4.34 -1.79 0.91
H -5.96 -0.03 1.43
H -3.54 2.84 -0.63
H -1.02 0.24 -1.39
H 0.46 3.01 -3.01
H 0.19 1.24 -3.23
H 1.94 -1.25 0.78
H 3.01 -1.58 -0.58
H 4.17 -2.00 1.58
H 4.62 -0.11 3.12
H 2.89 -0.38 2.96
H 3.41 2.04 2.79
H 5.72 1.80 1.89
H 4.75 2.86 0.86
H 7.02 1.34 -0.16
H 6.16 -0.57 1.18
H 5.51 -1.17 -0.35
H 4.13 0.34 -1.81
H 3.81 2.00 -1.31
H 1.50 1.13 1.50
H 2.26 2.47 0.63
```

structure (SMILES): COCCOc1ccc(C(F)(F)F)cc1NC(=O)COC(=O)[C@@]12C[C@@H]3C[C@@H](C[C@@](O)(C3)C1)C2
strongest force on any atom: 0.0132 Eh/bohr
HOMO-LUMO gap: 8.95 eV
electronic energy: -46235.0235 eV
E_LUMO: 0.5 eV
relative energy (zero: lowest compared OMol25 entry of this formula, charge and spin): 23.6 kJ/mol


(2)
Formula: C5H12N2O
Source: the OMol25 dataset
Level of theory: wB97M-V/def2-TZVPD

```
20
Properties=species:S:1:pos:R:3
C 0.26 -2.22 -0.86
C 0.08 -0.70 -1.02
C 0.04 -0.32 -2.49
O 1.05 -0.12 -3.12
N 1.07 0.00 -0.23
C 0.68 0.70 1.00
C -0.71 1.35 1.05
N -1.18 1.74 2.36
H -0.14 -2.57 0.09
H -0.27 -2.85 -1.58
H 1.30 -2.47 -0.83
H -0.90 -0.51 -0.60
H -0.98 -0.28 -2.89
H 1.63 0.61 -0.78
H 1.46 1.41 1.26
H 0.66 -0.05 1.80
H -1.47 0.67 0.64
H -0.77 2.16 0.37
H -0.59 2.47 2.76
H -1.20 1.00 3.06
```

structure (SMILES): C[C@H](C=O)NCCN
strongest force on any atom: 0.0286 Eh/bohr
HOMO-LUMO gap: 9.49 eV
electronic energy: -10406.1615 eV
E_LUMO: 0.9 eV
relative energy (zero: lowest compared OMol25 entry of this formula, charge and spin): 218.3 kJ/mol